# 1
Molecular formula: C36H50BrN3OP2Sn
Method: DFT, ωB97M-V/def2-TZVPD

```
! RIJCOSX wB97M-V def2-TZVPD def2/J DEFGRID3
* xyz 4 1
C 0.023 1.906 -8.689
C 0.853 2.626 -7.791
C 1.750 3.576 -8.346
C 1.763 3.736 -9.733
N 0.982 3.055 -10.563
C 0.140 2.168 -10.051
C 0.823 2.381 -6.387
C 0.808 1.985 -5.198
C 1.124 0.797 -4.386
C 0.239 0.314 -3.384
C 0.680 -0.679 -2.488
C 1.974 -1.157 -2.544
C 2.785 -0.804 -3.622
C 2.402 0.195 -4.485
Sn 1.034 2.547 -2.780
P -0.646 2.678 0.617
H 2.412 4.179 -7.730
H -0.703 1.168 -8.344
H 2.437 4.453 -10.191
H -0.482 1.631 -10.765
H 3.122 0.604 -5.200
H -0.811 0.546 -3.396
H 3.753 -1.312 -3.709
H 0.036 -1.029 -1.683
C -0.748 2.712 2.466
C -1.140 4.024 3.144
H 0.255 2.408 2.811
H -1.442 1.912 2.761
H -1.277 3.862 4.223
H -0.367 4.794 3.036
H -2.086 4.431 2.759
C -0.698 4.459 0.146
C -1.291 4.733 -1.247
H 0.345 4.842 0.198
H -1.224 5.027 0.929
H -0.702 5.497 -1.765
H -1.302 3.832 -1.868
H -2.329 5.076 -1.158
C -2.393 2.180 0.256
C -3.480 3.074 0.842
H -2.489 1.158 0.657
H -2.493 2.108 -0.839
H -4.456 2.773 0.443
H -3.542 2.994 1.929
H -3.345 4.131 0.581
Br 2.910 -1.762 -1.048
P 4.429 2.691 0.200
C 3.032 3.776 0.724
C 3.515 4.810 1.754
H 2.205 3.172 1.129
H 2.630 4.282 -0.168
H 2.765 5.594 1.912
H 3.723 4.358 2.729
H 4.435 5.290 1.402
C 4.287 1.083 1.114
C 5.656 0.402 1.304
H 3.580 0.394 0.627
H 3.880 1.311 2.114
H 5.541 -0.591 1.750
H 6.188 0.278 0.351
H 6.275 1.004 1.979
C 4.273 2.409 -1.599
C 5.145 3.433 -2.363
H 3.206 2.467 -1.924
H 4.573 1.376 -1.841
H 5.178 3.228 -3.439
H 4.791 4.461 -2.224
H 6.186 3.413 -2.019
C -2.388 -5.149 1.362
N -1.461 -4.181 0.833
N -1.551 -2.851 1.108
C -0.652 -2.123 0.295
O -0.477 -0.899 0.352
C -0.083 -3.152 -0.539
C -0.526 -4.374 -0.124
C -0.096 -5.712 -0.588
C -2.586 -2.293 1.890
C -2.813 -2.779 3.182
C -4.007 -2.499 3.828
C -4.995 -1.769 3.160
C -4.695 -1.124 1.952
C -3.453 -1.340 1.329
H -3.412 -5.032 0.967
H -2.399 -5.089 2.457
H -2.011 -6.118 1.044
H 0.615 -2.999 -1.356
H 0.271 -6.325 0.254
H -0.891 -6.260 -1.131
H 0.728 -5.560 -1.298
H -2.045 -3.406 3.635
H -4.152 -2.871 4.849
H -5.991 -1.676 3.601
H -5.419 -0.457 1.478
H -3.180 -0.839 0.399
*
```

The value obtained for the LUMO energy (alpha / beta) is -14.48 / -12.63 eV. The frontier orbital gap (alpha / beta) is 1.74 / 3.64 eV. Its energy is -139065.55866 eV.

***

# 2
Molecular formula: C36H50F6O18
Method: DFT, ωB97M-V/def2-TZVPD

```
! RIJCOSX wB97M-V def2-TZVPD def2/J DEFGRID3
* xyz 0 1
O -2.541 0.082 6.830
C -2.840 0.696 5.875
O -3.804 0.464 4.969
C -3.649 1.321 3.877
C -2.819 2.453 4.441
F -3.575 3.476 4.869
O -2.234 1.828 5.508
H -3.236 0.760 3.037
H -4.619 1.568 3.540
H -1.997 2.733 3.711
O -3.242 2.450 -4.672
C -3.204 3.359 -3.908
O -3.213 3.214 -2.556
C -3.037 4.461 -1.951
C -2.719 5.345 -3.086
F -1.336 5.464 -3.094
O -3.076 4.681 -4.196
H -3.966 4.718 -1.459
H -2.255 4.509 -1.170
H -3.174 6.280 -2.966
O -0.708 -4.008 2.147
C -0.298 -3.030 2.736
O 0.771 -2.343 2.261
C 1.228 -1.451 3.405
C -0.143 -1.359 4.181
F -0.890 -0.300 3.637
O -0.784 -2.529 3.889
H 1.927 -2.017 3.972
H 1.640 -0.567 3.002
H -0.188 -1.238 5.222
O -1.856 2.497 0.653
C -1.266 1.609 0.087
O -1.502 1.182 -1.159
C -0.728 0.103 -1.524
C 0.250 -0.003 -0.381
F 1.397 0.707 -0.769
O -0.395 0.739 0.614
H -1.417 -0.800 -1.606
H -0.195 0.377 -2.412
H 0.443 -1.037 -0.084
C -1.115 -1.337 -6.503
O -1.531 -1.250 -5.132
C -2.963 -1.142 -4.980
C -3.434 -0.521 -3.676
O -3.128 -1.426 -2.508
C -4.021 -1.106 -1.520
C -3.448 -1.517 -0.088
O -4.190 -2.541 0.517
C -3.789 -3.864 0.129
H -0.974 -0.358 -6.935
H -1.884 -1.864 -7.075
H -0.192 -1.858 -6.528
H -3.363 -2.157 -4.915
H -3.477 -0.685 -5.868
H -4.552 -0.511 -3.700
H -2.999 0.465 -3.516
H -4.959 -1.705 -1.481
H -4.237 -0.054 -1.524
H -3.426 -0.793 0.710
H -2.346 -1.775 -0.215
H -3.811 -3.847 -0.957
H -4.528 -4.570 0.505
H -2.806 -4.129 0.434
C 6.083 0.767 6.839
O 5.508 0.335 5.639
C 5.747 -0.964 5.347
C 5.036 -1.370 3.960
O 3.828 -0.680 3.794
C 3.791 0.447 2.891
C 3.148 1.632 3.656
O 1.764 1.467 3.818
C 1.127 2.699 3.746
H 6.104 1.815 6.833
H 7.142 0.396 6.859
H 5.571 0.340 7.681
H 5.260 -1.609 6.104
H 6.808 -1.276 5.322
H 4.825 -2.405 3.997
H 5.775 -1.068 3.181
H 3.264 0.091 2.028
H 4.804 0.766 2.631
H 3.322 2.574 3.141
H 3.622 1.602 4.688
H 1.350 3.228 2.804
H 1.312 3.405 4.588
H -0.001 2.524 3.697
F 1.490 2.931 -2.794
C 1.782 2.105 -3.819
C 0.973 2.193 -4.994
C 1.266 1.327 -6.054
C 2.272 0.326 -5.923
C 3.019 0.284 -4.755
C 2.789 1.182 -3.661
H 0.282 3.046 -5.041
H 0.594 1.432 -6.873
H 2.434 -0.452 -6.728
H 3.795 -0.486 -4.732
H 3.352 1.070 -2.747
F -0.806 -3.790 -3.715
C 0.138 -3.401 -2.862
C 1.164 -2.658 -3.420
C 2.283 -2.361 -2.621
C 2.426 -2.921 -1.378
C 1.337 -3.560 -0.802
C 0.232 -3.850 -1.594
H 1.213 -2.450 -4.501
H 3.036 -1.771 -3.078
H 3.353 -2.640 -0.835
H 1.449 -3.823 0.193
H -0.637 -4.300 -1.155
*
```

The value obtained for the LUMO energy is 0.55 eV. Its energy above the lowest of the compared OMol25 structures with the same formula, charge and spin is 0.098 eV. The frontier orbital gap is 9.75 eV. Its energy is -91297.74028 eV.

***

# 3
Molecular formula: C36H51BrN3OP2V
Method: DFT, ωB97M-V/def2-TZVPD

```
! RIJCOSX wB97M-V def2-TZVPD def2/J DEFGRID3
* xyz 1 4
C 2.285 -1.298 -1.702
C 0.237 -1.024 -2.841
C 2.892 -1.779 -2.863
C 0.800 -1.559 -4.014
C 2.126 -1.919 -4.019
H 3.944 -2.033 -2.815
H 0.140 -1.699 -4.873
H 2.568 -2.332 -4.917
N 1.025 -0.824 -1.713
P 1.858 -1.332 1.082
P -1.602 0.874 -1.818
C 3.009 -1.281 -0.357
H 3.710 -2.128 -0.317
H 3.639 -0.375 -0.298
C -0.622 0.304 1.634
O -1.099 0.538 2.762
C -1.109 -0.533 -2.807
H -1.834 -0.929 -3.537
C -3.497 0.848 -1.478
C -1.221 2.175 -3.146
C 1.572 -3.197 1.334
C 2.878 -0.578 2.500
C -3.719 0.469 -0.004
H -3.198 1.153 0.679
H -4.799 0.536 0.197
H -3.398 -0.554 0.214
C -4.113 2.237 -1.701
H -3.626 3.002 -1.083
H -4.093 2.549 -2.754
H -5.171 2.188 -1.397
C -4.204 -0.187 -2.363
H -5.279 -0.147 -2.122
H -4.101 0.012 -3.438
H -3.851 -1.203 -2.153
C -1.316 3.565 -2.495
H -1.040 3.540 -1.433
H -0.615 4.249 -2.990
H -2.314 4.002 -2.583
C 0.222 1.985 -3.644
H 0.949 2.040 -2.824
H 0.360 1.034 -4.170
H 0.457 2.794 -4.353
C -2.184 2.001 -4.344
H -2.784 1.084 -4.318
H -2.866 2.856 -4.434
H -1.603 1.959 -5.277
C 2.078 -0.678 3.810
H 2.575 -0.050 4.565
H 1.049 -0.312 3.700
H 2.053 -1.699 4.209
C 3.128 0.908 2.211
H 3.758 1.065 1.327
H 2.197 1.468 2.076
H 3.659 1.344 3.072
C 4.248 -1.259 2.665
H 4.906 -0.578 3.228
H 4.193 -2.187 3.246
H 4.741 -1.465 1.706
C 0.971 -3.824 0.061
H 1.015 -4.920 0.158
H -0.080 -3.553 -0.066
H 1.519 -3.546 -0.849
C 0.563 -3.378 2.478
H -0.365 -2.818 2.294
H 0.305 -4.445 2.550
H 0.966 -3.073 3.449
C 2.873 -3.951 1.638
H 3.638 -3.791 0.868
H 3.287 -3.707 2.620
H 2.644 -5.027 1.647
V 0.011 -0.078 0.017
N -1.212 -1.568 -0.102
C -1.772 -2.118 -1.075
C -2.397 -3.172 -1.644
C -3.068 -3.853 -0.639
C -2.360 -3.630 -2.974
C -3.801 -4.985 -0.971
H -3.006 -3.470 0.390
C -3.089 -4.782 -3.269
H -1.772 -3.123 -3.726
C -3.818 -5.449 -2.290
H -4.350 -5.487 -0.184
H -3.087 -5.160 -4.280
H -4.408 -6.336 -2.536
Br 4.314 3.646 -1.375
C 2.609 3.431 -0.528
C 2.045 4.471 0.196
C 0.816 4.247 0.806
C 0.213 2.988 0.703
N 0.817 1.978 0.038
C 1.971 2.205 -0.633
H 2.554 5.432 0.271
H 0.299 5.016 1.382
H -0.764 2.788 1.168
H 2.384 1.402 -1.218
*
```

The value obtained for the LUMO energy (alpha / beta) is -2.55 / -3.16 eV. The frontier orbital gap (alpha / beta) is 6.56 / 6.03 eV. Its energy is -158979.11815 eV. Its expectation value of S² is 3.787.

***

# 4
Molecular formula: C36H51Cl2N2OPTc
Method: DFT, ωB97M-V/def2-TZVPD

```
! RIJCOSX wB97M-V def2-TZVPD def2/J DEFGRID3
* xyz 0 4
P -1.288 0.426 -1.031
C -2.402 -1.049 -1.604
C -3.754 -0.746 -2.284
C -4.546 -2.014 -2.655
C -3.728 -3.149 -3.294
C -2.337 -3.343 -2.680
C -1.598 -2.015 -2.473
C -0.627 1.184 -2.640
C -1.656 1.211 -3.776
C -1.134 2.015 -4.973
C 0.256 1.569 -5.459
C 1.259 1.284 -4.329
C 0.646 0.517 -3.148
C -2.659 1.681 -0.692
C -3.607 1.262 0.440
C -4.878 2.119 0.333
C -4.604 3.632 0.342
C -3.430 4.067 -0.548
C -2.222 3.127 -0.456
H -2.605 -1.539 -0.637
H -3.588 -0.168 -3.203
H -4.397 -0.125 -1.644
H -5.352 -1.727 -3.345
H -5.040 -2.395 -1.748
H -4.295 -4.081 -3.187
H -3.628 -2.967 -4.375
H -2.420 -3.852 -1.708
H -1.735 -3.989 -3.333
H -0.637 -2.229 -1.993
H -1.396 -1.554 -3.450
H -0.394 2.223 -2.346
H -1.099 3.081 -4.699
H -2.612 1.654 -3.458
H -1.858 0.179 -4.100
H -1.854 1.930 -5.798
H 0.659 2.354 -6.110
H 0.150 0.671 -6.087
H 2.098 0.704 -4.736
H 1.678 2.231 -3.956
H 1.379 0.425 -2.340
H 0.411 -0.508 -3.475
H -3.230 1.679 -1.634
H -3.879 0.198 0.382
H -3.115 1.412 1.414
H -5.399 1.866 -0.603
H -5.568 1.866 1.145
H -4.403 3.948 1.376
H -5.511 4.166 0.030
H -3.121 5.080 -0.267
H -3.766 4.130 -1.593
H -1.449 3.444 -1.168
H -1.768 3.209 0.539
Tc 0.151 0.020 0.633
Cl 0.505 2.269 1.094
Cl -0.295 -2.297 0.685
C 2.041 -0.127 0.037
H 2.740 0.574 0.554
C 2.817 -1.091 -0.729
C 4.217 -1.274 -0.509
C 4.935 -2.185 -1.268
C 4.317 -2.885 -2.324
C 2.959 -2.676 -2.596
C 2.208 -1.895 -1.723
H 4.687 -0.704 0.292
H 5.990 -2.372 -1.055
H 2.469 -3.133 -3.461
H 1.121 -1.878 -1.762
H 4.891 -3.593 -2.922
C 3.451 -1.374 6.351
N 2.823 -1.558 5.068
N 2.291 -0.516 4.413
C 1.581 -0.982 3.325
O 0.966 -0.169 2.568
C 1.753 -2.397 3.346
C 2.499 -2.713 4.459
C 2.988 -4.000 5.006
C 2.692 0.814 4.703
C 4.045 1.058 4.955
C 4.410 2.204 5.656
C 3.425 3.126 6.037
C 2.100 2.954 5.616
C 1.728 1.806 4.916
H 3.231 -2.259 6.955
H 3.069 -0.487 6.869
H 4.536 -1.279 6.230
H 1.349 -3.046 2.593
H 4.079 -4.016 5.156
H 2.511 -4.267 5.961
H 2.746 -4.786 4.286
H 4.805 0.340 4.645
H 5.458 2.369 5.913
H 3.699 3.987 6.652
H 1.354 3.716 5.839
H 0.711 1.631 4.567
*
```

The value obtained for the LUMO energy (alpha / beta) is 0.31 / -0.06 eV. The frontier orbital gap (alpha / beta) is 5.87 / 7.14 eV. Its energy is -79720.06869 eV. Its expectation value of S² is 3.795.